39
Properties=species:S:1:pos:R:3:forces:R:3 method="wB97M-V/def2-TZVPD" total_charge=+3 fmax_ha_per_bohr=0.111 energy_ha=-3341.50879 gap_ev="5.957 / 3.563" spin_multiplicity=2 s2=1.7664
Be 0.6688 -3.9218 -2.1442 -1.0 5.6 0.2
K 2.5538 -0.2929 -2.4211 0.4 0.3 0.5
K -2.0517 -3.6184 1.4338 -0.1 -0.2 0.2
In 2.8295 -3.3400 1.7217 -0.3 0.8 -0.2
In -2.2224 -0.6335 -2.3042 0.3 -0.2 0.3
P 0.1325 -1.7022 0.0867 2.0 -3.0 0.4
O 0.2491 -2.0909 1.5578 -0.4 0.4 0.0
O -0.3027 -0.2927 -0.2254 -1.1 0.5 0.2
O -0.8073 -2.6197 -0.6934 -2.6 -2.4 -1.6
O 1.4481 -2.1596 -0.5991 2.1 -0.7 -1.4
P 0.4018 -1.9192 -4.3180 -0.1 -2.2 1.2
O 0.2388 -2.3302 -5.8294 0.3 0.7 0.1
O -0.7201 -2.6521 -3.5683 -0.1 -0.1 0.6
O 0.1041 -0.4187 -3.8836 -0.1 -0.5 -0.5
O 1.6986 -2.4423 -3.7359 0.1 -0.4 0.1
C 0.8587 2.8571 -0.2031 0.4 -1.9 -0.6
O 1.1272 1.5188 -0.8553 1.5 4.1 -0.3
H 1.5179 3.0347 0.6466 0.1 -0.5 0.3
H 1.1032 3.6969 -0.8536 -0.4 -0.4 -0.5
H -0.1655 2.8562 0.1699 0.0 0.2 -0.2
H 0.5404 0.8198 -0.5575 -0.9 -0.3 0.7
C 2.8008 0.4149 1.6774 0.3 0.7 -0.2
O 3.9056 -0.3932 1.2758 -0.5 -1.0 0.0
H 1.9457 0.2148 1.0318 0.3 0.2 -0.3
H 2.4197 0.2634 2.6872 0.5 -0.3 0.3
H 3.1559 1.4411 1.5830 -0.7 0.2 0.1
H 4.7235 0.1022 1.3601 0.1 0.0 0.2
C -3.4771 2.4880 0.1504 -1.2 1.7 -1.4
O -3.0593 1.1951 0.1454 0.2 -1.5 0.3
H -2.5641 3.0831 0.1721 0.2 0.8 0.1
H -4.0233 2.6790 -0.7733 0.2 0.2 0.0
H -4.1214 2.7723 0.9823 0.2 -0.1 0.5
H -2.6270 1.1199 0.9993 0.6 -0.8 0.8
C -1.5046 -0.0790 2.8347 -0.9 1.1 1.6
O -0.9638 0.8862 1.9661 -1.0 -0.1 0.3
H -0.6873 -0.5696 3.3632 0.0 -0.1 0.2
H -2.1477 0.4934 3.5031 0.3 -0.1 0.6
H -2.1937 -0.8232 2.4354 0.3 -0.1 -0.9
H -0.7846 0.3627 1.1816 1.0 -0.2 -1.8

---

33
Properties=species:S:1:pos:R:3:forces:R:3 method="wB97M-V/def2-TZVPD" total_charge=-1 fmax_ha_per_bohr=0.032 energy_ha=-3475.35069 gap_ev=9.379 relative_energy_kcal_mol=7.9
Br 0.8237 0.2242 0.0334 0.1 0.2 0.1
C -2.0000 3.4351 0.4247 -1.4 -0.2 0.0
O -3.1454 3.8963 0.3249 1.0 0.1 0.0
N -1.5829 2.7645 1.5169 0.4 -0.1 0.6
N -1.0804 3.5238 -0.5627 -0.2 0.9 -1.1
H -2.2719 2.5900 2.2258 0.0 -0.2 -0.1
H -0.8065 2.1353 1.3950 0.1 -0.3 0.3
H -1.4034 4.0965 -1.3247 0.2 -0.2 -0.1
H -0.1958 3.0528 -0.6358 -0.1 -0.2 0.4
C 1.0545 -1.6354 4.2818 0.5 -1.4 -0.2
O 1.0120 -2.6495 4.9758 -0.4 0.7 0.1
N 0.0562 -1.2097 3.4570 -0.3 0.2 0.4
N 2.1857 -0.8811 4.1872 -0.4 0.5 -0.1
H 0.2854 -0.6397 2.6616 -0.1 0.1 -0.3
H -0.7984 -1.7342 3.4291 0.1 -0.2 -0.1
H 3.0141 -1.1836 4.6584 0.1 0.0 -0.1
H 2.1767 -0.1596 3.4879 0.6 0.1 0.1
C 2.5390 -0.3642 -4.1183 0.6 0.1 -0.4
O 3.1093 -0.8858 -5.0765 -0.4 0.5 0.4
N 1.4967 0.5130 -4.2223 -0.1 -0.3 -0.6
N 2.9326 -0.5060 -2.8242 0.4 -0.3 0.1
H 1.1438 0.9555 -3.3950 -0.1 0.2 -0.1
H 1.2420 0.8056 -5.1482 -0.2 0.0 0.2
H 3.7751 -1.0342 -2.6757 -0.3 -0.2 0.1
H 2.2228 -0.4743 -2.1098 0.2 0.1 0.5
C -2.4232 -2.0976 -0.7805 1.0 -1.3 -0.2
O -3.3541 -2.7641 -1.2299 -0.2 0.7 0.5
N -2.2568 -0.7551 -0.8994 -1.2 0.1 -0.3
N -1.3541 -2.6929 -0.1411 -0.5 0.8 -0.2
H -1.3691 -0.2856 -0.7582 -0.2 0.0 0.2
H -3.0938 -0.2737 -1.1809 0.3 0.3 -0.2
H -0.5528 -2.0918 -0.0240 0.4 -0.5 0.4
H -1.3809 -3.6747 0.0476 0.2 0.0 -0.2

---

25
Properties=species:S:1:pos:R:3:forces:R:3 method="wB97M-V/def2-TZVPD" fmax_ha_per_bohr=0.071 energy_ha=-3659.39687 gap_ev=10.022 smiles=C[SiH](C)N([SiH2]Br)[SiH](C)C relative_energy_kcal_mol=0.0
C -2.9438 -0.0305 -0.9814 0.6 0.0 -0.2
Si -1.0652 -0.2159 -1.2111 -0.4 -0.7 0.7
C -0.6493 -2.0147 -1.6703 -0.1 0.6 0.1
N -0.2465 0.2246 0.2747 -1.1 -1.8 2.2
Si -0.7106 -0.8176 1.7834 1.4 2.0 -2.7
Br 1.0248 -2.0929 2.2472 0.3 -0.3 0.2
Si 1.0970 1.3415 0.2639 0.3 -0.6 0.4
C 2.5199 0.5912 -0.7457 -0.4 0.4 0.4
C 1.6429 1.7418 2.0356 -0.2 -0.1 -0.5
H -3.4679 -0.3361 -1.8825 -0.1 -0.1 -0.2
H -3.3230 -0.6370 -0.1630 0.0 -0.1 0.1
H -3.2139 1.0021 -0.7775 0.0 0.2 0.0
H -0.5776 0.7023 -2.2430 0.1 0.2 -0.3
H -1.1176 -2.3000 -2.6066 -0.1 0.0 -0.2
H 0.4216 -2.1560 -1.7802 0.2 0.1 0.0
H -0.9895 -2.7138 -0.9107 -0.1 -0.1 0.2
H -1.7932 -1.7351 1.4865 -0.4 0.0 -0.1
H -0.9208 0.0611 2.9190 -0.2 0.1 0.3
H 0.5849 2.5694 -0.3661 0.1 0.2 -0.2
H 3.3314 1.3008 -0.8756 0.2 0.2 0.0
H 2.9308 -0.2957 -0.2669 -0.1 -0.1 0.1
H 2.1723 0.3033 -1.7307 -0.1 -0.1 -0.3
H 0.8904 2.3332 2.5546 -0.1 0.0 0.0
H 1.8411 0.8509 2.6292 0.0 -0.1 0.0
H 2.5618 2.3230 2.0172 0.1 0.1 0.0

---

34
Properties=species:S:1:pos:R:3:forces:R:3 method="wB97M-V/def2-TZVPD" total_charge=+2 fmax_ha_per_bohr=0.126 energy_ha=-3001.05526 gap_ev="8.234 / 2.988" spin_multiplicity=3 s2=2.0095
Cu 0.9583 -1.9077 2.2705 -0.7 1.2 -0.2
Cl 0.7953 -0.4183 0.1933 -0.2 -0.7 1.1
C -1.4013 -0.4892 3.7349 1.5 -0.2 -1.4
O -0.4117 -1.1917 3.7470 3.1 -2.5 -0.1
N -2.0556 -0.1646 4.7583 -2.8 1.0 4.8
N -1.8048 0.0775 2.6401 -0.6 1.1 -3.5
H -1.7535 -0.4588 5.6760 -0.4 0.0 -0.1
H -2.8888 0.3872 4.6117 0.1 -0.2 0.8
H -2.5810 0.7234 2.6194 0.3 -0.3 -0.5
H -1.1821 -0.1331 1.8733 -0.6 0.4 -0.7
C -0.8054 -3.3461 -2.8636 0.5 0.6 6.5
O -0.7727 -3.7239 -3.9953 0.0 -1.7 -5.9
N -1.1812 -4.1430 -1.8880 -2.6 -3.4 1.0
N -0.2729 -2.3194 -2.3268 2.2 4.4 -0.5
H -1.7849 -4.9440 -2.0059 -0.1 0.0 -0.3
H -0.8712 -3.9897 -0.9390 0.3 0.0 -0.4
H -0.5348 -1.9864 -1.4100 -0.1 0.0 0.0
H 0.3980 -1.7181 -2.7834 -0.2 0.5 -0.6
C -0.6499 3.2463 1.6457 5.1 1.0 3.0
O -1.4744 2.9276 0.7981 -3.2 -1.0 -2.7
N -0.6679 4.3825 2.2916 -2.6 2.6 -0.1
N 0.4210 2.5288 1.8760 0.5 -1.4 0.0
H -1.3560 5.0491 1.9717 -0.3 0.1 0.2
H 0.0527 4.8390 2.8325 0.5 -0.7 -0.2
H 1.0648 2.8645 2.5781 0.0 -0.2 -0.1
H 0.5691 1.6281 1.4437 0.2 -0.4 -0.3
C 2.0344 0.2181 -3.7418 -5.9 1.7 0.8
O 0.7994 0.4278 -3.7977 0.4 -1.1 0.0
N 2.6408 -0.1072 -2.6726 2.4 -2.2 4.9
N 2.8405 0.4607 -4.6909 2.8 1.7 -5.4
H 3.6180 -0.3401 -2.7770 -0.2 -0.1 0.7
H 2.1647 -0.1873 -1.7855 0.2 0.0 -0.1
H 2.3666 0.9338 -5.4470 0.3 -0.1 -0.3
H 3.7266 0.8737 -4.4374 0.0 -0.2 -0.3

---

37
Properties=species:S:1:pos:R:3:forces:R:3 method="wB97M-V/def2-TZVPD" total_charge=-1 fmax_ha_per_bohr=0.147 energy_ha=-1661.85840 gap_ev=8.923 relative_energy_kcal_mol=207.2
Cl -31.3759 1.4792 -6.5849 4.2 0.2 -2.9
O -29.9957 1.1478 -6.6649 1.1 -0.2 0.0
O -31.6099 2.2982 -7.7856 -2.5 -3.7 1.2
O -32.0844 0.1671 -6.6988 1.9 3.2 -4.0
O -31.5554 2.1490 -5.3004 -2.2 0.7 -3.3
C -31.8628 -1.0763 -4.2287 0.2 -0.5 5.6
O -31.8906 -1.6819 -3.1461 -0.4 -0.9 -0.4
N -31.0145 -1.2939 -5.1847 2.2 -1.2 -2.3
N -32.5645 0.0347 -4.3782 1.0 0.5 2.0
H -31.0837 -0.5648 -5.8802 1.4 -2.0 0.1
H -30.3613 -2.0636 -5.2163 -0.4 0.3 0.4
H -32.4351 0.5422 -5.2418 0.4 -2.1 4.6
H -33.0876 0.4885 -3.6429 0.5 -0.6 0.1
C -29.6887 4.8419 -7.6335 -0.6 1.6 2.7
O -29.2079 5.8412 -7.2225 1.4 5.5 0.7
N -30.9454 4.5281 -7.5763 -3.7 1.5 -0.8
N -28.9304 3.8362 -7.7537 3.6 -6.2 -2.4
H -31.2063 3.5801 -7.8070 -0.2 1.7 0.3
H -31.5799 5.1608 -7.1104 0.2 -0.1 -0.4
H -27.9264 3.8912 -7.6578 -0.5 0.1 -0.2
H -29.3931 2.9892 -8.0513 1.0 -0.3 0.1
C -28.8311 0.9446 -3.3444 2.2 -0.4 3.6
O -28.2678 0.6485 -2.2341 -2.0 0.7 -2.0
N -28.2849 0.5817 -4.4632 3.4 -2.4 -3.4
N -29.8881 1.6864 -3.5663 -1.1 1.1 2.3
H -28.5821 0.7723 -5.4095 -0.3 0.1 0.6
H -27.5056 -0.0539 -4.3693 -0.1 0.2 0.0
H -30.3441 1.9265 -2.6977 -0.5 0.4 -0.6
H -30.2184 1.9045 -4.4955 0.4 -0.1 1.2
C -35.0484 1.2088 -6.2449 -4.0 2.3 -1.1
O -36.1962 1.0014 -5.8868 -1.7 0.3 -0.5
N -34.0797 0.6235 -5.7460 0.9 -2.0 1.7
N -34.6408 2.1340 -7.1371 -1.0 2.3 -2.0
H -33.1608 0.9505 -6.0081 -4.3 -0.3 -0.2
H -34.2106 -0.1087 -5.0628 -0.2 0.4 -0.7
H -33.6830 2.3145 -7.4021 -0.4 -0.1 0.1
H -35.3248 2.8257 -7.4085 0.2 -0.2 -0.1

---

34
Properties=species:S:1:pos:R:3:forces:R:3 method="wB97M-V/def2-TZVPD" total_charge=+1 fmax_ha_per_bohr=0.167 energy_ha=-2780.00192 gap_ev=3.500 relative_energy_kcal_mol=135.2
Zn -0.8742 -28.8827 6.6001 -4.1 1.2 0.0
F -2.7091 -29.0027 7.5051 2.8 0.3 -1.1
C -3.3292 -31.9801 9.1575 0.2 -3.0 -1.4
O -3.3600 -33.0771 9.5709 -0.9 -4.8 1.5
N -2.9810 -30.9716 9.8109 1.3 5.8 3.5
N -3.4560 -31.6517 7.8908 -0.8 0.6 -5.1
H -3.0706 -30.9516 10.8167 0.3 0.5 -0.3
H -2.8645 -30.2179 9.1487 0.4 1.2 2.0
H -3.3967 -32.3205 7.1363 -0.3 0.0 0.5
H -3.5511 -30.6674 7.6856 -0.1 -0.7 -0.6
C -3.4522 -27.3706 10.5452 2.4 0.2 -1.7
O -2.3326 -27.8778 10.5496 0.1 -0.9 -0.1
N -3.9378 -26.7333 11.5782 -0.8 0.6 2.6
N -4.1630 -27.1464 9.4402 -1.2 -0.4 -1.8
H -4.9174 -26.4899 11.5430 0.3 0.0 0.8
H -3.4180 -26.9501 12.4166 -0.7 0.4 0.3
H -3.9385 -27.6226 8.5782 0.0 0.3 0.4
H -5.0765 -26.7272 9.5399 0.2 -0.2 -0.5
C -2.0433 -26.5672 4.8866 -2.6 5.9 1.4
O -1.6231 -27.6704 5.0075 2.8 -7.9 1.8
N -1.4690 -25.7222 4.1020 2.8 1.4 -3.0
N -3.0241 -25.9583 5.5288 -0.3 -1.0 0.9
H -1.6731 -24.7359 4.1773 0.4 -0.3 -0.6
H -0.6855 -26.0967 3.5863 0.0 0.8 -0.2
H -3.0513 -24.9596 5.3804 -1.0 -0.4 0.6
H -3.5856 -26.4727 6.1923 -0.7 0.6 0.4
C -5.8066 -27.5188 6.1914 -1.5 3.4 0.6
O -5.3731 -26.5081 6.7388 0.1 0.6 0.7
N -5.2245 -28.6512 6.2791 3.4 -4.8 0.2
N -6.9650 -27.5817 5.5497 -1.5 0.3 -1.4
H -5.2661 -29.3342 5.5362 -0.3 -0.1 0.4
H -4.4480 -28.7604 6.9157 0.1 0.2 -0.4
H -7.0058 -28.3251 4.8672 -0.9 0.3 0.1
H -7.5316 -26.7498 5.4662 0.3 -0.2 -0.3

---

33
Properties=species:S:1:pos:R:3:forces:R:3 method="wB97M-V/def2-TZVPD" total_charge=+3 fmax_ha_per_bohr=0.071 energy_ha=-1089.98525 gap_ev=1.789 relative_energy_kcal_mol=109.7
In 0.3798 -1.3163 -0.9449 1.0 -0.1 0.2
C 3.3986 -2.4417 0.0342 1.3 2.3 -0.9
O 2.6463 -1.6557 -0.7145 -0.5 -1.8 1.0
N 4.2529 -3.2946 -0.5239 -1.5 0.6 0.5
N 3.5458 -2.1401 1.3338 0.4 -0.6 0.2
H 5.0825 -3.6207 -0.0725 0.2 -0.3 0.3
H 4.2020 -3.2817 -1.5056 0.3 -0.5 -1.3
H 3.2250 -1.2342 1.5661 -0.5 0.6 0.3
H 4.4282 -2.3477 1.8006 -0.4 -0.4 -0.1
C -4.0711 -2.2486 2.8227 0.1 1.6 0.9
O -2.8811 -1.8257 2.9310 -1.3 -1.2 -0.8
N -4.7382 -2.4234 4.0095 -0.8 0.3 0.4
N -4.7516 -2.3577 1.6509 -0.6 -0.7 2.0
H -5.7192 -2.6895 4.2126 0.8 -0.4 -1.0
H -4.3149 -2.0517 4.8599 0.4 -0.1 -0.5
H -5.6804 -2.7846 1.6013 0.6 0.1 0.0
H -4.3189 -2.0555 0.8252 0.6 0.3 -1.1
C 1.3908 2.6120 0.3672 1.1 -2.3 1.3
O 1.2063 3.5899 -0.2956 -1.3 0.4 -0.5
N 2.6712 2.1494 0.5984 0.2 0.9 0.1
N 0.4276 1.7458 0.9679 0.1 0.3 -1.8
H 2.9515 1.3838 1.2273 -0.5 1.0 -0.4
H 3.3195 2.9329 0.4399 0.2 -0.9 0.2
H -0.5360 1.7052 0.6806 -0.1 0.7 0.1
H 0.6609 1.2492 1.7941 0.2 -0.1 0.8
C -1.2871 2.4380 -3.9614 0.1 0.6 -0.4
O -2.3297 1.8156 -4.2615 3.3 1.2 0.9
N 0.0623 2.1731 -3.8897 -0.3 -0.6 -0.4
N -1.3779 3.7921 -3.4718 -1.5 -3.0 -1.1
H 0.5967 1.4415 -4.3226 -0.5 -0.6 -0.3
H 0.6362 2.9662 -3.6324 0.0 -0.2 -0.1
H -2.3858 3.8023 -3.3725 -0.5 1.9 0.8
H -0.6922 3.9722 -2.7543 -0.5 0.8 0.7

---

23
Properties=species:S:1:pos:R:3:forces:R:3 method="wB97M-V/def2-TZVPD" total_charge=+2 fmax_ha_per_bohr=0.089 energy_ha=-346.02763 gap_ev=11.165 relative_energy_kcal_mol=78.8
C -1.0260 0.1300 -2.1263 0.4 3.0 0.2
C -0.5029 0.9080 -0.8427 -3.8 2.0 -1.0
C -1.1547 0.5123 0.4857 2.1 -2.8 -1.3
C -0.1408 -0.8981 0.4541 0.2 3.7 2.8
N 1.1404 -0.3550 1.2209 -1.3 -1.2 1.0
N -1.2092 2.6981 -1.3253 1.4 1.5 -1.9
H -0.6580 0.4550 -3.1272 0.6 -0.2 1.0
H -0.9900 -0.9206 -2.0464 -0.2 -1.0 0.1
H -2.0237 0.5516 -2.1524 -0.6 -0.9 0.0
H 0.4121 1.5097 -0.7834 0.2 -1.4 0.1
H -2.1736 0.1398 0.6678 0.1 0.1 -1.5
H -1.0372 1.1268 1.3731 1.0 0.3 -0.1
H -0.5799 -1.6113 1.1399 0.1 -0.4 -0.3
H 0.0994 -1.2148 -0.5396 0.3 -0.5 0.0
H 1.8020 -1.1450 1.4680 0.0 0.1 -0.8
H 1.5499 0.5552 0.9821 0.2 -0.6 -0.7
H 0.7410 -0.1590 2.1400 0.1 0.0 0.3
H -0.3052 3.1706 -1.2146 -0.2 0.2 0.6
H -1.8733 3.3754 -0.9473 -0.4 -0.6 1.1
H -1.3173 2.9987 -2.3339 -0.2 -1.5 0.6
H 3.2754 -2.6874 1.7379 0.1 -0.5 0.1
H 2.0977 -3.6696 1.4687 0.2 -0.1 0.0
O 2.3274 -2.8200 1.8609 -0.1 0.9 -0.2

---

24
Properties=species:S:1:pos:R:3:forces:R:3 method="wB97M-V/def2-TZVPD" fmax_ha_per_bohr=0.049 energy_ha=-421.95558 gap_ev=9.749 smiles=CC(C)NCN.O.O relative_energy_kcal_mol=22.5
C 0.1315 1.0923 -1.1400 0.1 0.9 0.4
C -0.1158 -0.1296 -0.2413 1.4 -0.2 0.1
C 0.7549 -1.3427 -0.6162 0.4 0.7 -0.2
N -1.4914 -0.5427 -0.1324 -0.5 0.4 0.5
C -2.3742 0.4475 0.4945 -1.2 -2.2 -0.5
N -3.7182 -0.1808 0.5202 -0.6 0.4 0.5
H -0.4403 1.9284 -0.7274 -0.3 0.0 -0.3
H 1.1431 1.5324 -1.1441 0.0 -0.7 0.2
H -0.1236 0.9609 -2.1890 -0.3 -0.3 0.0
H 0.1977 0.1321 0.7822 -0.3 0.4 -0.2
H 1.7625 -1.1011 -0.9750 -0.3 0.5 -0.5
H 1.0604 -1.9126 0.2631 -1.0 -0.7 -0.2
H 0.2090 -1.8390 -1.4166 0.3 -0.7 0.2
H -1.9476 -0.8454 -0.9832 0.3 -0.1 -0.3
H -2.0215 0.5105 1.5213 0.3 1.2 -0.1
H -2.5452 1.3182 -0.1437 0.6 0.6 0.7
H -3.9099 -0.6121 1.4172 0.5 -0.5 0.0
H -4.4501 0.5270 0.5301 0.3 0.2 -0.5
O 3.8759 0.4959 -0.4934 0.4 -0.5 0.1
H 4.1921 1.0888 0.1942 -0.1 0.1 0.0
H 2.9888 0.7666 -0.7190 -0.3 0.3 0.0
O 2.4317 -0.7958 2.0869 0.6 0.1 0.1
H 1.5039 -0.8030 1.8719 -0.4 0.0 0.0
H 2.8863 -0.6957 1.2396 0.0 0.0 0.0